Density functional theory data (ωB97M-V/def2-TZVPD) for one molecule with the formula C3H3NOS2.

As for the SMILES: NC(=S)C(=S)C=O. Its LUMO energy is -2.06 eV. The calculated total energy comes out at -1042.45281 a.u. The calculation puts the HOMO energy at -9.1 eV. The calculation puts the relative energy (zero: lowest compared OMol25 entry of this formula, charge and spin) at 28.8 kcal/mol. The spin multiplicity is 1. Its net charge is 0.

Geometry (Å):
N 1.30748 1.65738 0.32670
C 0.95945 0.37876 0.09978
S 2.02515 -0.83185 -0.24038
C -0.50990 0.09840 0.10484
S -1.64057 1.20211 -0.21047
C -0.90787 -1.34416 0.39029
O -1.90523 -1.83828 -0.03724
H 0.58761 2.38649 0.37167
H 2.28927 1.90168 0.24401
H -0.19081 -1.90590 1.03944